{"formula": "C4H30NO12S", "method": "ωB97M-V/def2-TZVPD", "gap_ev": 6.079, "max_force_ev_per_a": 4.31, "multiplicity": 1, "de_lowest_kcal_mol": 93.6, "total_charge": -1, "e_homo_ev": -3.6859, "symbols": ["C", "N", "C", "O", "C", "C", "S", "H", "H", "H", "H", "H", "H", "H", "H", "H", "H", "O", "H", "H", "O", "H", "H", "O", "H", "H", "O", "H", "H", "O", "H", "H", "O", "H", "H", "O", "H", "H", "O", "H", "H", "O", "H", "H", "O", "H", "H", "O"], "positions_angstrom": [[-0.41, -0.01, -1.09], [-0.30, -0.43, 0.36], [-0.51, 0.47, 1.32], [-0.42, 0.18, 2.54], [0.97, 0.01, -1.76], [1.25, -1.06, -2.78], [-0.21, -1.79, -3.65], [-1.19, -0.79, -1.59], [-0.88, 1.03, -1.27], [0.19, -1.33, 0.50], [-0.77, 1.50, 1.03], [1.04, 1.06, -2.18], [1.90, 0.05, -1.00], [1.94, -0.64, -3.52], [1.71, -1.87, -2.20], [-1.63, -2.93, 0.58], [-1.82, -3.97, -0.61], [-1.15, -3.55, -0.03], [1.59, 3.93, -0.47], [1.49, 2.70, 0.11], [1.66, 3.07, -0.75], [-1.83, 0.68, -3.34], [-0.83, 1.24, -4.23], [-1.51, 1.62, -3.68], [2.46, 0.21, 0.61], [2.79, -0.79, 1.83], [2.44, 0.04, 1.63], [-0.90, -3.26, 2.92], [-1.66, -1.95, 2.85], [-1.69, -2.86, 2.56], [0.67, 2.33, 2.60], [1.63, 1.53, 1.88], [1.21, 2.40, 1.84], [0.57, -3.29, 0.52], [1.62, -3.39, -0.52], [1.46, -3.00, 0.35], [-1.06, 3.71, -0.60], [-0.24, 3.49, 0.72], [-1.14, 3.69, 0.40], [0.52, 3.37, -2.03], [-0.86, 2.65, -2.42], [-0.45, 3.48, -2.14], [-3.25, 0.34, 1.32], [-3.36, -0.78, 2.21], [-3.99, -0.27, 1.68], [1.34, -2.85, 2.76], [0.80, -1.46, 3.31], [0.82, -2.49, 3.44]]}

{"formula": "C15H34BN2O4P", "method": "ωB97M-V/def2-TZVPD", "gap_ev": 7.662, "max_force_ev_per_a": 0.66, "smiles": "[H]/N=C(\\C)CBP(N)O.C1CCOC1.C1CCOC1.C1CCOC1", "multiplicity": 1, "total_charge": 0, "e_homo_ev": -7.5501, "symbols": ["H", "N", "C", "C", "C", "B", "P", "N", "O", "H", "H", "H", "H", "H", "H", "H", "H", "H", "C", "C", "C", "O", "C", "H", "H", "H", "H", "H", "H", "H", "H", "C", "C", "C", "O", "C", "H", "H", "H", "H", "H", "H", "H", "H", "C", "C", "C", "O", "C", "H", "H", "H", "H", "H", "H", "H", "H"], "positions_angstrom": [[3.33, -0.85, 2.05], [2.66, -0.32, 1.49], [3.12, -0.09, 0.32], [4.48, -0.58, -0.15], [2.29, 0.72, -0.68], [0.80, 0.24, -0.91], [-0.70, -0.04, 0.28], [-0.54, -1.77, 0.52], [-0.24, 0.37, 1.80], [4.59, -1.66, 0.04], [5.27, -0.07, 0.42], [4.65, -0.40, -1.21], [2.82, 0.74, -1.65], [2.24, 1.77, -0.34], [0.47, 0.05, -2.04], [0.37, -1.94, 0.97], [-0.51, -2.26, -0.37], [0.47, 1.03, 1.84], [-3.96, -0.89, 1.75], [-5.27, -1.19, 2.48], [-6.29, -0.50, 1.57], [-5.77, -0.59, 0.25], [-4.40, -1.01, 0.29], [-3.15, -1.58, 1.99], [-3.63, 0.12, 1.96], [-5.46, -2.27, 2.51], [-5.30, -0.81, 3.50], [-6.41, 0.55, 1.84], [-7.27, -0.98, 1.59], [-4.33, -2.05, -0.06], [-3.81, -0.38, -0.38], [0.40, -2.23, -6.18], [1.62, -2.46, -5.29], [1.83, -1.07, -4.70], [0.53, -0.48, -4.60], [-0.42, -1.26, -5.33], [-0.15, -3.14, -6.41], [0.69, -1.75, -7.12], [1.39, -3.17, -4.50], [2.49, -2.81, -5.83], [2.46, -0.45, -5.35], [2.28, -1.09, -3.70], [-1.06, -1.80, -4.62], [-1.04, -0.59, -5.91], [2.36, 3.28, 4.12], [1.05, 2.69, 4.64], [0.08, 3.03, 3.52], [0.86, 2.98, 2.31], [2.26, 2.97, 2.63], [3.25, 2.84, 4.57], [2.38, 4.36, 4.29], [1.13, 1.61, 4.75], [0.74, 3.11, 5.60], [-0.32, 4.04, 3.63], [-0.74, 2.33, 3.43], [2.66, 1.98, 2.41], [2.76, 3.71, 2.00]]}

{"formula": "C34H62N2O16S6", "method": "ωB97M-V/def2-TZVPD", "gap_ev": 8.771, "max_force_ev_per_a": 8.80, "smiles": "CCC[C@H](C)[C@]1(OCC)OS(=O)(=O)O[C@@]1(CCOC(=O)CC)CCSc1nnco1.O=S1(=O)CCCC1.O=S1(=O)CCCC1.O=S1(=O)CCCC1.O=S1(=O)CCCC1", "multiplicity": 1, "total_charge": 0, "e_homo_ev": -8.5548, "symbols": ["C", "C", "C", "C", "C", "C", "O", "C", "C", "O", "S", "O", "O", "O", "C", "C", "C", "O", "C", "O", "C", "C", "C", "C", "S", "C", "N", "N", "C", "O", "H", "H", "H", "H", "H", "H", "H", "H", "H", "H", "H", "H", "H", "H", "H", "H", "H", "H", "H", "H", "H", "H", "H", "H", "H", "H", "H", "H", "H", "H", "O", "S", "O", "C", "C", "C", "C", "H", "H", "H", "H", "H", "H", "H", "H", "O", "S", "O", "C", "C", "C", "C", "H", "H", "H", "H", "H", "H", "H", "H", "O", "S", "O", "C", "C", "C", "C", "H", "H", "H", "H", "H", "H", "H", "H", "O", "S", "O", "C", "C", "C", "C", "H", "H", "H", "H", "H", "H", "H", "H"], "positions_angstrom": [[-1.70, -6.51, 0.14], [-1.73, -4.93, -0.41], [-1.56, -3.86, 0.82], [-1.73, -2.28, 0.40], [-1.74, -2.20, -1.24], [-0.70, -1.25, 1.14], [-0.14, -1.68, 2.46], [-1.21, -1.78, 3.47], [-0.91, -3.13, 4.36], [-1.20, 0.11, 1.52], [0.14, 1.10, 2.03], [0.25, 1.45, 3.53], [0.00, 2.51, 1.38], [1.35, 0.04, 1.38], [0.71, -0.83, 0.33], [0.61, 0.23, -0.92], [1.92, 1.20, -1.11], [3.22, 0.52, -0.97], [4.16, 1.27, -0.13], [3.86, 1.75, 1.12], [5.73, 1.57, -0.60], [6.58, 0.24, -0.06], [1.73, -2.10, 0.29], [2.28, -2.55, -1.18], [1.98, -4.40, -1.44], [1.33, -4.51, -3.23], [1.22, -5.75, -4.11], [0.72, -5.26, -5.34], [0.44, -3.78, -5.41], [0.83, -3.38, -4.05], [-1.47, -6.44, 1.29], [-0.89, -7.15, -0.45], [-2.76, -6.96, -0.09], [-0.87, -4.89, -1.22], [-2.76, -4.81, -1.01], [-0.56, -4.06, 1.43], [-2.44, -4.10, 1.59], [-2.83, -1.96, 0.75], [-0.75, -2.62, -1.74], [-2.71, -2.69, -1.74], [-1.80, -1.05, -1.53], [-1.04, -0.86, 4.21], [-2.30, -1.69, 3.06], [-1.40, -3.11, 5.43], [0.27, -3.14, 4.55], [-1.13, -4.13, 3.76], [-0.33, 0.97, -0.82], [0.44, -0.30, -1.97], [1.83, 2.20, -0.46], [1.87, 1.58, -2.24], [5.82, 1.65, -1.77], [6.12, 2.57, -0.08], [6.36, -0.64, -0.83], [7.72, 0.47, 0.06], [6.05, -0.10, 0.95], [1.31, -3.09, 0.81], [2.69, -1.81, 0.94], [1.83, -1.98, -2.09], [3.45, -2.36, -1.21], [0.02, -3.08, -6.26], [-1.79, 0.43, -2.67], [-2.32, 0.84, -3.96], [-3.26, 0.02, -4.69], [-2.98, 2.48, -3.80], [-1.79, 3.39, -4.10], [-1.08, 2.76, -5.30], [-0.95, 1.27, -5.02], [-3.39, 2.63, -2.80], [-3.76, 2.60, -4.56], [-2.11, 4.42, -4.31], [-1.12, 3.42, -3.24], [-1.68, 2.92, -6.20], [-0.10, 3.22, -5.47], [-1.01, 0.68, -5.94], [-0.02, 1.04, -4.49], [-2.40, 5.08, -0.79], [-3.48, 4.69, 0.09], [-4.57, 3.84, -0.34], [-2.77, 4.01, 1.58], [-2.57, 5.21, 2.49], [-3.84, 6.05, 2.34], [-4.15, 6.16, 0.85], [-1.84, 3.48, 1.35], [-3.50, 3.31, 2.00], [-2.40, 4.91, 3.53], [-1.70, 5.79, 2.16], [-4.67, 5.56, 2.86], [-3.72, 7.04, 2.79], [-5.22, 6.21, 0.67], [-3.65, 7.03, 0.40], [-4.36, -6.90, 2.53], [-3.65, -6.50, 3.73], [-2.22, -6.31, 3.76], [-4.43, -5.03, 4.38], [-5.52, -5.56, 5.30], [-4.89, -6.72, 6.07], [-4.14, -7.59, 5.06], [-4.82, -4.42, 3.56], [-3.68, -4.48, 4.95], [-5.90, -4.79, 5.97], [-6.37, -5.94, 4.70], [-4.19, -6.32, 6.81], [-5.64, -7.31, 6.61], [-3.24, -8.04, 5.51], [-4.78, -8.37, 4.65], [8.25, 5.04, -3.05], [7.10, 5.03, -2.17], [6.48, 3.80, -1.72], [7.47, 6.04, -0.75], [7.04, 7.44, -1.16], [5.70, 7.27, -1.88], [5.85, 6.11, -2.86], [8.53, 5.97, -0.50], [6.87, 5.67, 0.09], [6.96, 8.10, -0.30], [7.78, 7.87, -1.85], [4.92, 7.03, -1.15], [5.40, 8.18, -2.40], [4.92, 5.55, -2.97], [6.21, 6.45, -3.84]]}

{"formula": "C31H36N2ORhTe", "method": "ωB97M-V/def2-TZVPD", "gap_ev": [5.134, 5.133], "max_force_ev_per_a": 1.05, "multiplicity": 1, "total_charge": 3, "e_homo_ev": [-16.4487, -16.4487], "symbols": ["Rh", "C", "C", "C", "C", "C", "C", "C", "C", "C", "H", "H", "H", "H", "H", "H", "H", "H", "H", "H", "H", "H", "Te", "C", "C", "C", "C", "C", "C", "C", "C", "C", "C", "C", "C", "H", "H", "H", "H", "H", "H", "H", "H", "H", "H", "C", "C", "N", "C", "C", "C", "O", "C", "C", "C", "C", "N", "C", "H", "H", "H", "H", "H", "H", "H", "H", "H", "H", "H", "H", "H", "H"], "positions_angstrom": [[0.28, 0.61, 0.50], [-0.33, -2.27, 2.15], [-0.64, -0.81, 2.00], [0.06, 0.16, 2.75], [-0.26, 1.54, 2.66], [0.44, 2.53, 3.54], [-1.28, 1.94, 1.78], [-2.01, 1.03, 1.01], [-3.15, 1.45, 0.15], [-1.66, -0.34, 1.15], [0.74, -2.45, 2.25], [-0.72, -2.85, 1.32], [-0.82, -2.64, 3.06], [0.85, -0.14, 3.42], [1.53, 2.41, 3.52], [0.13, 2.35, 4.58], [0.18, 3.55, 3.29], [-1.50, 3.00, 1.69], [-2.98, 2.43, -0.30], [-4.05, 1.53, 0.77], [-3.36, 0.72, -0.63], [-2.19, -1.06, 0.54], [2.82, 0.82, 1.13], [4.20, 0.25, -0.34], [3.93, -0.37, -1.56], [4.99, -0.63, -2.41], [6.29, -0.29, -2.04], [6.54, 0.31, -0.81], [5.49, 0.58, 0.06], [1.81, 2.34, 0.12], [1.37, 1.95, -1.18], [0.59, 2.84, -1.96], [0.32, 4.09, -1.47], [0.80, 4.49, -0.20], [1.51, 3.64, 0.60], [2.93, -0.64, -1.85], [4.81, -1.10, -3.36], [7.11, -0.50, -2.71], [7.55, 0.57, -0.52], [5.71, 1.03, 1.02], [1.80, 1.08, -1.65], [0.26, 2.54, -2.94], [-0.23, 4.80, -2.07], [0.61, 5.51, 0.13], [1.88, 3.96, 1.56], [-4.01, 2.10, -5.46], [-3.29, 0.93, -6.11], [-2.72, -0.05, -5.15], [-3.36, -1.37, -5.10], [-4.71, -1.33, -4.41], [-1.78, 0.37, -4.31], [-1.35, 1.52, -4.23], [-1.07, -0.59, -3.36], [-0.41, -1.77, -3.66], [0.45, -2.33, -2.72], [0.66, -1.69, -1.52], [0.04, -0.53, -1.23], [-0.82, -0.01, -2.12], [-4.62, 2.60, -6.21], [-3.31, 2.82, -5.03], [-4.69, 1.75, -4.68], [-2.49, 1.25, -6.77], [-4.01, 0.36, -6.70], [-2.71, -2.09, -4.62], [-3.47, -1.70, -6.14], [-4.61, -0.99, -3.37], [-5.17, -2.32, -4.40], [-5.40, -0.65, -4.91], [-0.53, -2.24, -4.63], [0.98, -3.25, -2.92], [1.31, -2.09, -0.76], [-1.24, 0.96, -1.90]]}

{"formula": "C7H15N2", "method": "ωB97M-V/def2-TZVPD", "gap_ev": 7.602, "max_force_ev_per_a": 1.25, "multiplicity": 1, "de_lowest_kcal_mol": 33.8, "total_charge": 1, "e_homo_ev": -13.3119, "symbols": ["C", "C", "C", "C", "C", "C", "C", "N", "N", "H", "H", "H", "H", "H", "H", "H", "H", "H", "H", "H", "H", "H", "H", "H"], "positions_angstrom": [[-1.28, 2.13, 0.07], [-0.12, -0.03, 0.58], [0.61, -0.33, -0.68], [0.89, -0.46, 1.69], [-1.43, -0.80, 0.75], [1.50, 0.68, -1.24], [0.40, -1.57, -1.39], [-0.35, 1.40, 0.75], [-1.91, 1.70, -0.94], [-1.38, 3.14, 0.48], [0.39, -0.39, 2.65], [1.76, 0.19, 1.69], [1.22, -1.49, 1.55], [-1.27, -1.88, 0.71], [-2.12, -0.50, -0.03], [-1.87, -0.55, 1.71], [0.92, 1.23, -1.98], [2.35, 0.24, -1.77], [1.83, 1.41, -0.50], [-0.63, -1.57, -1.77], [0.44, -2.44, -0.73], [1.08, -1.71, -2.22], [-0.04, 1.80, 1.62], [-2.57, 2.33, -1.37]]}

{"formula": "C5H10O", "method": "ωB97M-V/def2-TZVPD", "gap_ev": 10.175, "max_force_ev_per_a": 0.85, "smiles": "C/C=C\\C.C=O", "multiplicity": 1, "de_lowest_kcal_mol": 42.7, "total_charge": 0, "e_homo_ev": -9.2525, "symbols": ["C", "C", "C", "C", "H", "H", "H", "H", "H", "H", "H", "H", "C", "O", "H", "H"], "positions_angstrom": [[-1.48, 0.81, 0.05], [-0.42, 0.19, 0.92], [0.89, 0.30, 0.68], [1.44, 1.04, -0.49], [-1.62, 1.87, 0.27], [-2.45, 0.31, 0.19], [-1.22, 0.72, -1.01], [-0.75, -0.39, 1.78], [1.59, -0.27, 1.30], [2.53, 0.99, -0.55], [1.15, 2.09, -0.46], [1.05, 0.62, -1.43], [-0.17, -2.04, -0.30], [0.56, -1.84, -1.24], [-1.28, -2.03, -0.40], [0.19, -2.36, 0.69]]}

{"formula": "C16H27BClF5OPSi", "method": "ωB97M-V/def2-TZVPD", "gap_ev": 8.325, "max_force_ev_per_a": 1.16, "multiplicity": 1, "total_charge": -1, "e_homo_ev": -6.0146, "symbols": ["C", "C", "P", "C", "C", "Si", "Cl", "C", "C", "C", "O", "C", "C", "C", "C", "C", "C", "C", "C", "C", "F", "H", "H", "H", "H", "H", "H", "H", "H", "H", "H", "H", "H", "H", "H", "H", "H", "H", "H", "H", "H", "H", "H", "H", "H", "H", "H", "H", "B", "F", "F", "F", "F"], "positions_angstrom": [[-0.33, 4.10, -0.16], [-0.48, 2.62, -0.51], [1.18, 1.83, -0.81], [2.20, 1.99, 0.73], [3.69, 2.18, 0.37], [0.69, -0.34, -1.06], [-0.91, -0.46, -2.38], [0.35, -1.21, 0.58], [-1.11, -1.58, 0.83], [-1.21, -2.92, 1.59], [-1.64, -0.50, 1.60], [-3.04, -0.45, 1.68], [-3.63, 0.48, 0.65], [-3.91, 1.81, 0.98], [-4.41, 2.68, 0.02], [-4.62, 2.25, -1.28], [-4.34, 0.92, -1.61], [-3.86, 0.04, -0.66], [2.20, -1.10, -1.93], [3.15, -1.73, -0.94], [1.84, -2.04, -2.90], [0.32, 4.58, -0.90], [-1.31, 4.58, -0.23], [0.06, 4.24, 0.84], [-1.00, 2.09, 0.29], [-1.02, 2.53, -1.45], [1.84, 2.87, 1.26], [2.10, 1.12, 1.37], [4.29, 1.44, 0.88], [4.03, 3.18, 0.63], [3.85, 2.03, -0.69], [0.73, -0.63, 1.42], [0.93, -2.13, 0.56], [-1.63, -1.69, -0.12], [-2.04, -2.90, 2.30], [-1.42, -3.71, 0.88], [-0.31, -3.12, 2.16], [-3.51, -1.44, 1.60], [-3.30, -0.07, 2.67], [-3.75, 2.15, 1.99], [-4.63, 3.71, 0.28], [-4.98, 2.93, -2.03], [-4.50, 0.58, -2.62], [-3.65, -0.99, -0.91], [2.71, -0.30, -2.45], [3.22, -1.16, -0.01], [4.15, -1.85, -1.35], [2.81, -2.73, -0.68], [4.84, -4.78, -0.10], [5.44, -5.94, 0.42], [5.07, -4.70, -1.48], [3.44, -4.81, 0.14], [5.38, -3.64, 0.54]]}

{"formula": "C5H6N", "method": "ωB97M-V/def2-TZVPD", "gap_ev": 8.329, "max_force_ev_per_a": 10.39, "smiles": "C#[N+]C(C)=C=C", "multiplicity": 1, "de_lowest_kcal_mol": 127.5, "total_charge": 1, "e_homo_ev": -13.9211, "symbols": ["C", "N", "C", "C", "C", "C", "H", "H", "H", "H", "H", "H"], "positions_angstrom": [[-2.24, 0.33, 1.83], [-1.47, 0.09, 1.00], [-0.33, 0.08, 0.39], [0.88, 0.66, 0.92], [-0.30, -0.62, -0.96], [-0.24, -1.24, -2.24], [-3.03, 0.13, 2.51], [0.62, 1.52, 1.44], [1.63, 0.91, 0.21], [1.51, 0.05, 1.62], [-0.04, -0.45, -3.07], [0.15, -2.16, -2.51]]}

Which formula does entry 5 have?
C7H15N2